*a*
Molecular formula: CH2ClO2S2
Method: DFT, ωB97M-V/def2-TZVPD

Geometry as XYZ:
```
8
Properties=species:S:1:pos:R:3:lowdin_charge:R:1
C -1.81 0.05 -0.22 -0.5693
O 1.38 0.16 1.72 -0.5197
O 1.58 -1.21 -0.34 -0.5226
S 2.37 1.64 -0.57 -0.0346
S 1.26 0.09 0.27 0.1558
Cl -1.96 -1.60 0.04 0.5232
H -0.97 0.49 0.40 -0.0548
H -1.85 0.38 -1.29 0.0221
```

As for the HOMO energy (spin up / spin down): -3.98 / -4.20 eV. The net charge is -1. The calculation puts the HOMO-LUMO gap (spin up / spin down) at 6.834 / 6.939 eV.



*b*
Molecular formula: CH2ClO2S2
Method: DFT, ωB97M-V/def2-TZVPD

Geometry as XYZ:
```
8
Properties=species:S:1:pos:R:3:lowdin_charge:R:1
C -0.07 0.49 -0.09 -0.5563
O 3.43 1.08 -1.40 -0.5098
O 3.24 1.29 1.11 -0.5366
S 3.29 -1.37 0.24 -0.0039
S 2.89 0.58 -0.13 0.1719
Cl -0.82 2.03 0.18 0.4424
H -0.41 0.04 -1.01 -0.0088
H -0.09 -0.12 0.83 0.0011
```

As for the HOMO energy (spin up / spin down): -3.89 / -4.20 eV. The net charge is -1. The calculation puts the HOMO-LUMO gap (spin up / spin down) at 6.967 / 7.215 eV.



What is the stability order? It is *b*, *a*, from most stable to least stable.